{
  "formula": "C12H9N",
  "method": "wB97M-V/def2-TZVPD",
  "elements": ["C", "C", "C", "C", "C", "C", "C", "C", "C", "N", "C", "C", "C", "H", "H", "H", "H", "H", "H", "H", "H", "H"],
  "coordinates": [[2.71752, -1.96402, -0.73820], [2.29634, -1.99054, 0.68138], [1.13909, -1.24833, 1.30617], [0.51137, -0.60436, 0.21482], [0.64022, -0.64740, -1.23684], [1.73921, -1.34106, -1.70235], [-0.80832, -0.24151, -1.89147], [-1.31202, 0.50721, -0.53539], [-2.12406, 1.60334, -0.51197], [-2.28242, 2.56599, 0.56576], [-1.48820, 2.18947, 1.59666], [-0.68614, 0.91403, 1.75357], [-0.47100, 0.36715, 0.56952], [3.58407, -2.52000, -1.22364], [2.96722, -2.51373, 1.49454], [0.97669, -1.34804, 2.44878], [1.89374, -1.58413, -2.78457], [-1.43649, -0.89751, -2.31088], [-0.41073, 0.68939, -2.41903], [-2.58149, 1.73056, -1.57050], [-1.44794, 2.76887, 2.64133], [-0.49225, 0.44877, 2.72825]],
  "atomic_forces_ev_per_a": [[-3.137, 0.748, 0.778], [1.436, -0.109, 1.025], [3.754, -2.248, -4.157], [0.004, -0.092, 2.276], [-1.025, -2.807, 1.561], [1.576, -1.479, 0.537], [5.921, 6.382, 5.124], [0.045, 1.840, -1.298], [-1.486, 1.299, -1.277], [2.804, -3.108, -0.789], [-0.465, -1.279, 2.989], [-2.856, 4.050, 0.683], [-0.796, -2.957, -2.062], [-1.198, 0.781, 1.328], [-1.087, 0.774, -2.077], [-0.030, 0.685, -2.479], [-0.130, 0.512, 1.040], [-1.832, -2.522, -1.699], [-1.477, -1.477, -0.612], [-0.095, 0.727, 2.300], [-0.651, -0.625, -2.737], [0.724, 0.903, -0.453]],
  "nbo_charge": [-0.2464, -0.1869, -0.2260, -0.0299, -0.0242, -0.1881, -0.4131, -0.0517, 0.0195, -0.4273, 0.0722, -0.2655, -0.0369, 0.2365, 0.2099, 0.2552, 0.2168, 0.2296, 0.2422, 0.1932, 0.1911, 0.2298],
  "total_charge": 0,
  "smiles": "c1ccc2c(c1)Cc1cnccc1-2",
  "orbital_gap_ev": 8.5473,
  "homo_ha": -0.3137,
  "e_tot_ev": -14075.0414,
  "mol_weight_g_mol": 167.211
}

{
  "formula": "C51H50AsBaGeN3O6S2",
  "method": "wB97M-V/def2-TZVPD",
  "elements": ["Ba", "C", "C", "C", "C", "C", "C", "N", "N", "C", "C", "C", "C", "C", "N", "H", "H", "H", "H", "H", "H", "H", "H", "H", "O", "S", "O", "O", "C", "C", "C", "C", "C", "C", "S", "O", "O", "O", "H", "H", "H", "H", "C", "C", "C", "C", "C", "C", "As", "C", "C", "C", "C", "C", "C", "C", "C", "C", "C", "C", "C", "H", "H", "H", "H", "H", "H", "H", "H", "H", "H", "H", "H", "H", "C", "C", "C", "C", "Ge", "C", "C", "C", "C", "H", "H", "H", "H", "H", "H", "H", "H", "H", "H", "H", "H", "H", "H", "H", "H", "H", "H", "H", "C", "C", "C", "C", "C", "C", "C", "C", "H", "H", "H", "H", "H"],
  "coordinates": [[-1.07142, 0.87178, -0.16622], [-2.45115, -3.37604, 5.57271], [-1.14364, -3.00806, 5.86993], [-0.61738, -1.83598, 5.35336], [-1.40462, -1.04427, 4.52289], [-2.70325, -1.41589, 4.20580], [-3.23111, -2.57610, 4.75008], [-0.90912, 0.13849, 3.89251], [-0.08314, 0.77154, 4.55670], [0.50451, 1.85654, 3.83810], [0.83135, 2.97287, 4.59575], [1.40706, 4.05398, 3.95345], [1.67348, 3.94911, 2.59728], [1.34412, 2.76793, 1.94754], [0.75084, 1.73820, 2.54305], [-2.85784, -4.29499, 5.97523], [-0.53323, -3.63945, 6.50290], [0.39587, -1.52786, 5.57395], [-3.28483, -0.78089, 3.54887], [-4.24612, -2.86715, 4.51296], [0.61812, 2.97049, 5.65538], [1.65819, 4.95207, 4.50262], [2.14864, 4.75204, 2.05050], [1.60015, 2.61676, 0.90253], [-3.85862, 1.52557, 3.34162], [-3.34413, 1.67182, 2.01077], [-1.96378, 2.17001, 1.91400], [-3.50780, 0.48604, 1.16464], [-4.20133, 3.13959, 1.35284], [-5.16391, 3.65709, 2.20262], [-5.68069, 4.93663, 2.03411], [-5.21071, 5.74296, 1.01844], [-4.28240, 5.23282, 0.12237], [-3.78907, 3.94384, 0.26837], [-2.97561, 3.35596, -1.20834], [-3.36958, 4.23194, -2.27201], [-3.31876, 1.95386, -1.32750], [-1.41021, 3.37448, -1.13373], [-5.46550, 3.05398, 3.04653], [-6.43146, 5.30228, 2.72213], [-5.57812, 6.75224, 0.89305], [-3.97091, 5.82161, -0.72743], [-2.52126, -5.79929, 2.65721], [-3.10430, -4.76676, 1.93408], [-2.34889, -3.66052, 1.57764], [-1.00010, -3.58691, 1.91580], [-0.42160, -4.61983, 2.64170], [-1.18387, -5.71987, 3.01515], [-0.03075, -1.98500, 1.34960], [1.79169, -2.51832, 1.69602], [2.46122, -2.44799, 2.90567], [3.77881, -2.88372, 2.98060], [4.41508, -3.37600, 1.84833], [3.75069, -3.42529, 0.63201], [2.43278, -2.99279, 0.54627], [1.61621, -2.95424, -0.68226], [2.04840, -3.26759, -1.96403], [1.17515, -3.15279, -3.03863], [-0.13883, -2.75001, -2.84135], [-0.58000, -2.44200, -1.55679], [0.29689, -2.53026, -0.48985], [-3.11074, -6.66036, 2.94550], [-4.15086, -4.81607, 1.66052], [-2.82420, -2.83953, 1.04847], [0.62495, -4.57338, 2.91654], [-0.72655, -6.51883, 3.58540], [1.96262, -2.06330, 3.78802], [4.31032, -2.83677, 3.92267], [5.44448, -3.70507, 1.90828], [4.26981, -3.78644, -0.24703], [3.06809, -3.59080, -2.13429], [1.51875, -3.39540, -4.03647], [-0.82174, -2.69361, -3.68030], [-1.62374, -2.17376, -1.40066], [2.71952, 0.48445, -5.56399], [1.88207, 1.56077, -4.88368], [1.76973, 1.32357, -3.38167], [1.20442, 2.51824, -2.61348], [-0.68595, 2.80510, -2.94305], [-1.70850, 1.29330, -3.70349], [-2.87912, 1.79278, -4.56376], [-2.42801, 2.41477, -5.88573], [-1.90596, 1.39410, -6.89161], [2.76044, 0.62522, -6.64438], [2.30480, -0.50732, -5.36786], [3.74166, 0.49542, -5.18132], [0.88626, 1.58329, -5.34629], [2.32046, 2.54689, -5.06650], [2.75371, 1.09276, -2.96716], [1.17287, 0.42661, -3.18285], [1.68472, 3.44725, -2.93337], [1.39926, 2.40068, -1.54500], [-0.99578, 4.15501, -3.57745], [-2.04868, 0.55048, -2.97772], [-0.97372, 0.77739, -4.33113], [-3.48309, 2.50154, -4.00057], [-3.53100, 0.94227, -4.78546], [-1.66395, 3.17817, -5.70144], [-3.27377, 2.94848, -6.32410], [-1.04603, 0.83908, -6.51047], [-1.59327, 1.87714, -7.81769], [-2.68146, 0.66664, -7.13905], [1.69694, 0.39483, -0.27061], [2.90132, 0.17628, -0.31918], [4.29051, -0.16093, -0.41672], [4.79347, -0.77618, -1.56852], [6.12583, -1.15112, -1.64851], [6.98451, -0.91481, -0.58322], [6.49957, -0.29157, 0.56008], [5.16902, 0.08306, 0.64376], [4.11844, -0.97019, -2.39354], [6.49604, -1.63074, -2.54665], [8.02461, -1.20842, -0.64536], [7.16332, -0.10200, 1.39472], [4.78341, 0.55234, 1.53987]],
  "atomic_forces_ev_per_a": [[0.691, -1.035, 1.208], [0.013, -0.010, 0.031], [-0.021, 0.007, -0.011], [-0.008, 0.054, -0.013], [-0.032, 0.145, 0.084], [-0.054, -0.004, -0.066], [0.054, -0.004, -0.003], [0.038, -0.210, -0.058], [0.036, -0.313, -0.076], [-0.115, 0.230, 0.113], [0.022, 0.043, -0.011], [-0.012, -0.032, 0.001], [-0.007, -0.020, -0.023], [0.097, 0.059, -0.030], [0.031, -0.065, -0.050], [0.009, -0.005, 0.000], [0.002, -0.007, -0.004], [0.009, 0.014, 0.020], [0.032, -0.068, 0.054], [0.000, -0.002, 0.002], [0.011, 0.008, 0.005], [-0.001, 0.002, -0.002], [-0.006, 0.006, 0.002], [0.000, 0.003, 0.015], [-0.049, -0.030, 0.047], [0.129, 0.265, -0.168], [-0.046, 0.129, -0.171], [-0.042, 0.265, -0.122], [0.026, 0.024, 0.024], [0.012, 0.024, 0.021], [0.006, -0.002, -0.004], [0.003, -0.002, 0.000], [-0.006, 0.010, 0.015], [0.057, -0.002, -0.055], [-0.287, -0.056, -0.112], [0.002, -0.042, -0.019], [-0.240, 0.024, 0.060], [-0.183, -0.142, -0.348], [-0.005, -0.003, -0.003], [0.001, 0.000, 0.002], [-0.004, -0.002, -0.002], [-0.001, -0.005, -0.006], [0.000, 0.012, -0.016], [0.014, -0.028, -0.006], [-0.011, 0.001, 0.018], [-0.017, 0.026, 0.030], [-0.017, -0.021, -0.003], [0.002, -0.004, -0.019], [-0.035, -0.150, -0.030], [-0.011, -0.012, 0.018], [0.000, -0.024, 0.001], [0.006, -0.005, 0.008], [0.016, 0.033, -0.013], [0.005, 0.025, -0.018], [0.017, 0.047, 0.004], [-0.011, -0.010, -0.006], [-0.001, 0.016, 0.000], [-0.005, -0.013, -0.009], [-0.009, -0.005, 0.011], [-0.040, 0.016, -0.075], [0.028, -0.038, 0.024], [-0.001, -0.001, 0.002], [-0.002, 0.000, 0.002], [0.003, 0.003, 0.011], [-0.004, 0.003, 0.001], [0.001, -0.004, -0.001], [0.012, 0.010, -0.024], [0.002, 0.002, -0.003], [0.000, -0.004, 0.003], [-0.002, 0.004, -0.003], [0.004, 0.005, 0.001], [0.001, 0.004, 0.001], [0.000, 0.007, -0.001], [0.005, 0.018, 0.004], [-0.046, -0.016, -0.004], [-0.025, -0.043, -0.029], [0.025, -0.009, 0.008], [-0.092, 0.109, 0.048], [-0.093, 0.771, -0.012], [0.196, 0.153, -0.054], [-0.037, -0.146, -0.036], [-0.005, 0.002, -0.003], [0.002, 0.002, 0.001], [0.005, 0.001, -0.003], [0.001, 0.001, -0.005], [-0.002, -0.002, 0.003], [-0.001, 0.063, 0.028], [0.042, -0.015, 0.001], [0.010, 0.055, -0.012], [0.045, -0.030, 0.002], [0.039, -0.010, 0.052], [-0.007, -0.076, -0.012], [0.004, -0.097, -0.231], [0.063, 0.201, 0.042], [0.000, 0.003, 0.052], [0.005, 0.007, -0.005], [-0.005, 0.001, 0.002], [0.000, -0.004, 0.004], [0.001, -0.002, -0.005], [0.002, -0.002, -0.001], [-0.001, -0.001, -0.001], [0.000, -0.002, 0.000], [-0.197, 0.020, -0.089], [-0.014, -0.021, -0.077], [-0.001, -0.018, 0.054], [0.004, -0.028, 0.003], [-0.007, 0.002, -0.001], [0.004, 0.011, 0.001], [0.013, -0.015, 0.001], [-0.021, -0.025, 0.012], [-0.015, -0.002, 0.000], [0.000, 0.000, 0.002], [-0.001, -0.002, 0.002], [-0.002, 0.001, -0.002], [0.003, 0.001, 0.002]],
  "lowdin_charge": [1.7592, -0.0881, -0.0839, -0.0441, -0.2689, -0.0220, -0.0744, 0.0781, 0.1042, -0.3209, -0.0099, -0.0636, -0.0535, -0.1535, 0.1105, 0.1033, 0.1030, 0.0955, 0.0877, 0.1086, 0.1100, 0.1062, 0.1028, 0.0670, -0.2951, 0.4137, -0.5176, -0.4522, -0.1898, -0.0450, -0.0453, -0.0556, -0.0531, -0.2205, 0.5178, -0.2888, -0.4229, -0.5737, 0.1123, 0.1126, 0.1109, 0.1140, -0.0946, -0.0917, -0.1281, -0.3693, -0.0923, -0.0870, 1.3034, -0.3325, -0.0883, -0.0785, -0.0756, -0.0221, -0.1967, -0.1937, -0.0195, -0.0798, -0.0923, -0.1398, -0.3556, 0.1001, 0.1036, 0.0980, 0.0970, 0.1026, 0.0904, 0.1018, 0.1044, 0.1091, 0.1085, 0.1018, 0.1013, 0.0922, -0.0997, -0.2689, -0.2941, -0.3050, 1.0008, -0.2902, -0.2713, -0.2682, -0.1051, 0.0700, 0.0695, 0.0745, 0.0807, 0.1130, 0.0992, 0.0965, 0.0782, 0.0166, 0.0243, 0.0400, 0.0552, 0.0817, 0.1193, 0.0838, 0.1108, 0.0527, 0.0736, 0.0771, -0.2245, -0.1909, -0.2654, -0.0586, -0.0944, -0.1033, -0.0924, -0.0436, 0.1000, 0.0983, 0.0955, 0.0995, 0.1132],
  "total_charge": 0,
  "orbital_gap_ev": 7.5009,
  "homo_ha": -0.2757,
  "e_tot_ev": -210171.9545,
  "mol_weight_g_mol": 1149.970
}